Record 1
16
Properties=species:S:1:pos:R:3:mulliken_charge:R:1 method="wB97M-V/def2-TZVPD" gap_ev="7.225 / 7.509" charge=+1 spin_multiplicity=3 e_homo_ev="-10.77 / -15.48"
C 0.00366 -0.35507 1.65470 -0.076
C 0.19956 1.17823 -0.44524 -0.420
C 0.12294 1.08840 1.89448 -0.481
C -0.33123 -1.70961 -2.03209 -0.562
N -0.40820 -0.77780 0.56308 -0.518
N -0.49956 0.04852 -0.51857 0.670
N 0.63374 1.66346 0.68573 -0.133
O -0.85542 -0.43657 -1.70562 -0.216
H 0.12358 -1.00814 2.55591 0.398
H 0.48775 1.65022 -1.33979 0.467
H -0.82033 1.60933 1.90033 0.302
H 0.70408 1.36994 2.79136 0.376
H -0.93387 -2.64167 -1.56619 0.299
H 0.75579 -1.91590 -2.00102 0.317
H -0.74531 -1.84735 -3.15757 0.284
H 1.56282 2.08401 0.72050 0.293

Record 2
17
Properties=species:S:1:pos:R:3:mulliken_charge:R:1 method="wB97M-V/def2-TZVPD" gap_ev="6.108 / 8.026" charge=+1 e_homo_ev="-13.39 / -14.28"
C -0.75431 -0.43629 -0.05470 0.037
C 0.69386 -0.40586 -0.01645 0.429
C -3.09116 -0.30260 0.08893 -0.762
C 3.64195 0.03241 -0.04981 -0.559
N -1.79019 1.65432 -0.10076 -0.713
N 1.36962 0.83167 0.08392 0.015
N -1.81506 0.40396 -0.02841 0.561
O 1.31278 -1.46210 -0.03163 -0.549
O 2.59886 0.98169 0.06749 -0.073
H -1.04991 -1.48216 -0.09805 0.404
H -3.90374 0.41730 0.19450 0.277
H -3.07914 -0.95195 0.96370 0.356
H -3.27215 -0.90638 -0.80089 0.358
H 4.18283 0.04468 0.90800 0.284
H 4.33180 0.46072 -0.79084 0.276
H 3.32559 -0.98411 -0.29226 0.361
H -2.70164 2.10468 -0.04274 0.299

Record 3
16
Properties=species:S:1:pos:R:3:mulliken_charge:R:1 method="wB97M-V/def2-TZVPD" gap_ev=8.767 charge=+1 e_homo_ev=-12.63
C 2.10239 -0.90857 -0.10785 -0.608
C 0.77412 -0.83463 0.07650 0.641
C 0.54630 0.49281 0.42179 0.195
C -0.87133 0.97899 0.69258 -0.758
N 2.84368 0.19718 0.02750 -0.438
N -0.20984 -1.75301 -0.13413 -0.470
N -1.61594 1.11377 -0.69761 -0.298
S 1.95200 1.39641 0.53069 0.116
H 2.71101 -1.83841 -0.38919 0.323
H -1.33957 0.28029 1.40414 0.311
H -0.75453 2.03175 1.04370 0.389
H 0.09022 -2.74914 -0.23204 0.294
H -0.94579 -1.67469 0.47757 0.189
H -1.80654 2.04901 -1.05609 0.354
H -2.50089 0.58622 -0.69923 0.357
H -0.97531 0.63201 -1.35834 0.401

Record 4
16
Properties=species:S:1:pos:R:3:mulliken_charge:R:1 method="wB97M-V/def2-TZVPD" gap_ev="8.317 / 4.833" charge=+1 spin_multiplicity=3 e_homo_ev="-13.24 / -12.83"
C -2.31128 1.52925 0.05775 0.270
C -0.49814 0.01142 0.39375 -0.669
C 1.10308 -1.79445 0.00463 -1.207
C 0.95996 -0.32554 0.48596 0.698
N -0.92026 1.15503 0.06345 -0.035
N -3.17129 0.64884 -0.14040 -0.187
N 1.75310 0.67619 -0.25635 -0.694
S -3.48939 -0.85631 -0.42629 0.318
H -2.38076 2.61797 0.10561 0.393
H 2.15327 -2.09747 -0.12894 0.352
H 0.55825 -2.45394 0.78527 0.305
H 0.64648 -2.05087 -0.98242 0.320
H 1.52591 -0.26984 1.49911 0.349
H 2.82768 0.66258 -0.03270 0.284
H -0.45307 1.98079 -0.20981 0.303
H 1.69646 0.56635 -1.21863 0.201

Record 5
16
Properties=species:S:1:pos:R:3:mulliken_charge:R:1 method="wB97M-V/def2-TZVPD" gap_ev=9.135 charge=0 e_homo_ev=-8.51
C 2.76410 0.10512 0.61059 -0.640
C 0.24020 0.08374 0.93300 0.220
C -1.91194 -0.44757 0.78635 -0.169
C -1.95701 0.53947 -2.33676 -0.235
H 3.17166 -0.71611 -0.16521 0.237
H 3.56735 0.03405 1.28968 0.285
H 2.38573 0.96768 0.14294 0.261
H 1.36557 -1.34653 1.65707 0.311
H 0.24459 0.93908 0.35262 0.456
H -2.77547 -0.80481 1.35947 0.345
H -1.39583 1.43803 -3.16272 0.220
H -3.27896 0.28972 -2.34099 0.280
N 1.51299 -0.45127 1.00952 -0.229
N -0.68024 -0.52706 1.56624 -0.702
N -2.22394 -0.31529 -0.39994 -0.280
N -1.02881 0.21175 -1.30186 -0.360

Record 6
16
Properties=species:S:1:pos:R:3:mulliken_charge:R:1 method="wB97M-V/def2-TZVPD" gap_ev=9.541 charge=0 smiles="CN1N=N[C@]2(C)CN12" e_homo_ev=-8.48
C -2.02082 -1.18815 -1.13512 -0.754
N -0.79912 -0.80904 -0.49412 0.730
N 0.17388 -1.65081 -0.22820 -0.550
N 1.19450 -1.07948 0.21637 -0.400
C 0.96904 0.28240 0.42207 0.936
C 2.07664 1.24611 0.15596 -1.215
C -0.21048 0.61553 1.26289 -0.483
N -0.54191 0.51289 -0.15409 -0.610
H -1.83811 -1.58007 -2.13622 0.276
H -2.51481 -1.95590 -0.54035 0.254
H -2.65371 -0.30655 -1.19906 0.319
H 2.54087 1.01614 -0.79964 0.292
H 2.83456 1.15901 0.93102 0.290
H 1.69417 2.25996 0.14376 0.377
H -0.60632 -0.15026 1.92466 0.276
H -0.29837 1.62823 1.63007 0.261